Molecular formula: C44H127N5O17
Method: DFT, ωB97M-V/def2-TZVPD

Atoms and positions in Å:
C -3.030 -1.886 6.057
C -3.650 -1.349 4.761
O -2.824 -0.745 3.762
H -2.439 -2.786 6.010
H -3.954 -2.062 6.685
H -2.438 -1.029 6.432
H -4.345 -0.550 5.030
H -4.229 -2.157 4.319
H -2.445 -1.493 3.279
C 0.606 0.940 -6.688
C -0.329 0.401 -5.613
O -0.273 -1.009 -5.511
H 0.568 2.043 -6.741
H 0.531 0.588 -7.748
H 1.639 0.724 -6.365
H -1.407 0.553 -5.695
H -0.046 0.886 -4.651
H 0.692 -1.245 -5.452
C 4.881 -1.094 -3.844
C 3.384 -0.794 -4.152
O 2.724 -1.911 -4.703
H 4.926 -1.842 -3.095
H 5.523 -0.189 -3.679
H 5.189 -1.638 -4.716
H 3.274 -0.003 -4.914
H 2.864 -0.388 -3.270
H 2.902 -2.647 -4.086
C 2.441 -3.448 4.481
C 2.433 -2.577 3.261
O 3.354 -3.087 2.194
H 3.484 -3.569 4.783
H 2.155 -4.449 4.120
H 1.850 -3.084 5.311
H 2.806 -1.575 3.572
H 1.436 -2.509 2.816
H 3.962 -2.349 2.019
C 0.814 0.774 6.264
C 1.521 1.947 5.644
O 0.711 2.827 4.899
H 0.495 0.022 5.500
H -0.118 1.044 6.916
H 1.470 0.244 6.955
H 2.296 1.559 5.003
H 1.959 2.529 6.447
H -0.056 3.157 5.427
C -3.112 2.701 5.027
C -2.716 4.156 5.269
O -1.560 4.043 6.126
H -4.020 2.486 4.423
H -3.241 2.272 6.025
H -2.322 2.107 4.603
H -3.564 4.728 5.654
H -2.383 4.703 4.279
H -1.552 4.770 6.710
C -1.809 6.466 -3.595
C -2.094 4.966 -3.636
O -1.792 4.338 -2.397
H -0.777 6.685 -3.425
H -2.356 6.777 -2.696
H -2.190 7.116 -4.410
H -1.438 4.428 -4.345
H -3.179 4.879 -3.838
H -1.888 5.012 -1.708
C -4.813 2.067 -2.981
C -3.432 1.419 -3.115
O -2.617 1.450 -1.981
H -5.303 1.741 -2.091
H -5.394 1.907 -3.875
H -4.701 3.166 -2.943
H -2.909 1.858 -3.980
H -3.579 0.421 -3.398
H -2.331 2.381 -1.894
C -5.214 -0.665 -0.389
C -4.810 -1.944 0.359
O -3.847 -2.884 -0.241
H -4.217 -0.171 -0.563
H -5.823 -0.028 0.175
H -5.631 -0.799 -1.425
H -5.697 -2.612 0.481
H -4.568 -1.685 1.377
H -3.096 -2.298 -0.568
C -4.344 4.674 -0.327
C -3.136 4.429 0.569
O -2.125 5.320 0.141
H -4.692 5.710 -0.153
H -5.127 3.944 -0.090
H -4.179 4.578 -1.395
H -2.804 3.405 0.590
H -3.409 4.611 1.657
H -1.347 5.128 0.687
C -1.032 -5.071 3.231
C -0.996 -3.834 2.378
O -2.257 -3.058 2.410
H -0.268 -5.772 2.962
H -2.065 -5.536 3.129
H -0.768 -4.845 4.315
H -0.720 -4.169 1.409
H -0.201 -3.162 2.694
H -2.560 -3.212 1.480
C 2.310 3.223 -3.726
C 2.821 4.310 -2.797
O 2.610 3.800 -1.489
H 2.791 2.304 -3.293
H 2.708 3.196 -4.718
H 1.301 2.945 -3.688
H 2.265 5.264 -2.949
H 3.894 4.549 -2.916
H 3.229 4.248 -0.849
C 2.036 6.801 0.957
C 2.334 5.433 1.570
C 1.151 4.449 1.600
O -0.032 4.949 2.137
C 0.035 5.367 3.475
N 3.491 4.749 1.006
H 1.169 7.258 1.484
H 1.764 6.640 -0.074
H 2.869 7.501 1.024
H 2.536 5.587 2.659
H 1.460 3.443 2.094
H 0.791 4.179 0.601
H 1.028 5.648 3.867
H -0.318 4.554 4.136
H -0.709 6.172 3.554
H 4.418 5.072 1.338
H 3.561 3.704 1.154
C 5.413 0.618 -0.221
C 4.331 0.390 0.744
C 4.592 0.336 2.290
O 5.310 -0.826 2.669
C 5.529 -0.912 4.060
N 3.347 1.468 0.463
H 5.016 0.607 -1.290
H 6.153 -0.122 -0.198
H 5.917 1.597 0.010
H 3.770 -0.548 0.535
H 3.577 0.304 2.741
H 5.012 1.325 2.552
H 6.625 -1.025 4.166
H 5.063 -1.848 4.367
H 5.111 -0.033 4.693
H 3.133 1.769 -0.485
H 2.452 1.305 0.937
C 3.005 -4.584 -1.398
C 1.507 -5.005 -1.229
C 1.193 -6.243 -2.096
O 1.449 -6.013 -3.508
C 0.869 -7.023 -4.321
N 1.144 -5.321 0.147
H 3.246 -3.915 -0.556
H 3.258 -4.096 -2.396
H 3.713 -5.464 -1.298
H 0.857 -4.121 -1.600
H 0.210 -6.639 -1.885
H 1.928 -7.050 -1.840
H -0.200 -7.272 -3.977
H 1.451 -8.006 -4.272
H 0.906 -6.674 -5.402
H 1.590 -4.639 0.750
H 1.446 -6.194 0.572
C 0.737 -0.935 -1.451
C -0.409 -1.409 -0.582
C -0.752 -0.400 0.541
O 0.370 -0.316 1.371
C 0.273 0.467 2.478
N -1.687 -1.446 -1.312
H 1.022 -1.654 -2.219
H 1.577 -0.705 -0.773
H 0.437 -0.023 -1.980
H -0.158 -2.401 -0.193
H -1.490 -0.853 1.144
H -1.077 0.607 0.165
H 1.280 0.476 2.942
H -0.347 0.011 3.253
H -0.113 1.503 2.392
H -1.691 -2.049 -2.129
H -1.972 -0.497 -1.555
C -1.802 -5.012 -5.430
C -2.058 -3.905 -4.433
C -3.007 -4.363 -3.333
O -2.294 -5.431 -2.702
C -2.274 -5.395 -1.309
N -0.860 -3.458 -3.778
H -2.756 -5.429 -5.767
H -1.200 -5.853 -5.010
H -1.237 -4.615 -6.309
H -2.595 -3.073 -4.925
H -3.958 -4.702 -3.742
H -3.282 -3.584 -2.614
H -3.246 -5.407 -0.796
H -1.743 -4.554 -0.863
H -1.845 -6.314 -0.951
H -0.075 -4.109 -3.706
H -0.497 -2.534 -4.030

Computed properties:
electronic energy = -89938.829 eV
spin multiplicity = 1

***

Molecular formula: C44H128N4O18
Method: DFT, ωB97M-V/def2-TZVPD

Atoms and positions in Å:
C 0.872 -1.280 0.418
C -0.228 -0.550 1.257
C -1.336 -0.202 0.313
O -1.032 0.614 -0.814
C -1.006 1.956 -0.463
N -0.521 -1.299 2.498
H 1.147 -0.649 -0.428
H 0.387 -2.148 -0.027
H 1.735 -1.655 0.969
H 0.256 0.386 1.535
H -2.248 0.210 0.743
H -1.671 -1.085 -0.233
H -0.276 2.066 0.339
H -1.875 2.611 -0.392
H -0.487 2.414 -1.306
H -0.988 -2.165 2.269
H 0.376 -1.561 2.882
C -4.477 -1.923 -1.125
C -4.410 -1.947 -2.687
C -4.327 -3.299 -3.275
O -3.820 -3.241 -4.595
C -3.986 -4.521 -5.208
N -5.483 -1.202 -3.294
H -5.218 -2.608 -0.712
H -4.561 -0.933 -0.676
H -3.461 -2.226 -0.876
H -3.507 -1.365 -2.875
H -5.350 -3.675 -3.266
H -3.660 -3.924 -2.681
H -3.369 -4.566 -6.106
H -5.023 -4.519 -5.543
H -3.569 -5.329 -4.608
H -6.391 -1.618 -3.144
H -5.474 -1.239 -4.304
C -4.274 2.852 3.662
C -3.203 3.830 3.354
C -1.826 2.993 3.146
O -0.834 3.682 2.404
C -0.139 4.630 3.215
N -3.639 4.514 2.117
H -4.339 2.138 2.841
H -5.236 3.352 3.776
H -4.000 2.368 4.599
H -3.130 4.646 4.074
H -1.865 2.051 2.600
H -1.444 2.681 4.118
H 0.678 5.064 2.639
H 0.302 4.171 4.101
H -0.765 5.476 3.499
H -2.793 4.400 1.577
H -3.751 5.497 2.318
C -1.745 6.068 -1.706
C -1.598 5.246 -2.927
C -2.999 5.007 -3.611
O -2.996 3.944 -4.609
C -2.969 2.560 -4.082
N -0.595 5.816 -3.780
H -2.296 6.978 -1.941
H -0.828 6.434 -1.245
H -2.249 5.481 -0.939
H -1.273 4.275 -2.554
H -3.227 5.953 -4.101
H -3.721 4.914 -2.799
H -3.346 1.770 -4.732
H -3.723 2.538 -3.295
H -2.022 2.229 -3.656
H -0.645 5.159 -4.545
H 0.281 5.494 -3.393
C -2.399 3.387 -7.624
C -0.842 3.628 -7.337
O -0.720 3.825 -5.949
H -2.747 2.501 -7.094
H -2.609 3.275 -8.688
H -2.914 4.259 -7.221
H -0.607 4.438 -8.027
H -0.359 2.738 -7.740
H -1.497 3.459 -5.520
C -2.763 -5.093 1.069
C -1.403 -4.459 1.052
O -1.015 -4.259 2.354
H -3.212 -5.161 0.078
H -3.417 -4.520 1.727
H -2.666 -6.148 1.326
H -1.505 -3.470 0.606
H -0.641 -5.086 0.588
H -0.818 -5.103 2.766
C 1.822 1.673 -4.468
C 0.676 0.642 -4.410
O -0.004 0.633 -5.601
H 2.764 1.181 -4.710
H 1.825 2.075 -3.455
H 1.758 2.522 -5.148
H -0.040 0.788 -3.601
H 1.044 -0.357 -4.175
H -0.152 1.567 -5.769
C 2.610 -5.431 0.014
C 3.936 -5.076 -0.669
O 4.883 -6.134 -0.406
H 2.224 -6.356 -0.412
H 1.871 -4.654 -0.186
H 2.590 -5.539 1.099
H 4.331 -4.183 -0.185
H 3.741 -4.746 -1.689
H 5.373 -6.425 -1.178
C -4.625 -1.764 2.859
C -3.891 -1.275 4.108
O -2.780 -0.402 3.726
H -5.480 -2.311 3.257
H -3.874 -2.414 2.411
H -4.896 -0.924 2.220
H -3.545 -2.090 4.743
H -4.469 -0.584 4.721
H -2.163 -0.968 3.257
C 3.896 -0.113 -1.146
C 4.986 -0.898 -1.811
O 4.723 -2.292 -1.907
H 3.929 -0.506 -0.130
H 2.964 -0.280 -1.686
H 4.087 0.960 -1.138
H 5.910 -0.877 -1.234
H 5.412 -0.523 -2.741
H 5.000 -2.619 -2.766
C 2.450 2.347 2.124
C 2.284 1.330 3.249
O 3.193 0.283 3.357
H 2.586 1.712 1.249
H 3.386 2.900 2.200
H 1.573 2.993 2.078
H 1.249 1.013 3.374
H 2.490 1.918 4.144
H 2.914 -0.242 4.111
C 1.279 -4.347 5.194
C -0.010 -3.563 5.352
O 0.031 -2.998 6.674
H 1.642 -4.959 6.021
H 2.064 -3.611 5.021
H 1.270 -5.055 4.365
H -0.740 -4.367 5.438
H -0.311 -2.788 4.647
H 0.605 -2.229 6.635
C 2.030 1.041 7.540
C 1.279 -0.003 6.674
O 2.239 -0.583 5.847
H 2.309 1.922 6.962
H 2.914 0.690 8.073
H 1.336 1.475 8.260
H 0.559 0.575 6.096
H 0.757 -0.700 7.331
H 3.017 -0.967 6.257
C -4.987 2.412 -0.534
C -6.361 1.590 -0.587
O -6.526 1.186 -1.928
H -4.792 2.939 0.400
H -5.059 3.242 -1.236
H -4.138 1.850 -0.923
H -7.233 2.020 -0.093
H -6.190 0.705 0.026
H -5.896 0.511 -2.190
C 8.301 0.609 1.926
C 6.861 0.233 2.045
O 6.033 1.395 1.882
H 8.901 -0.295 1.826
H 8.633 1.234 2.756
H 8.439 1.174 1.004
H 6.504 -0.066 3.031
H 6.665 -0.517 1.279
H 5.141 1.050 1.800
C 2.505 4.170 -1.623
C 3.305 4.627 -2.883
O 2.420 5.421 -3.647
H 2.263 4.880 -0.833
H 3.102 3.423 -1.100
H 1.660 3.540 -1.903
H 3.762 3.833 -3.474
H 4.156 5.237 -2.579
H 2.924 6.007 -4.216
C 7.324 -3.845 2.566
C 6.149 -3.866 3.495
O 6.393 -4.777 4.486
H 8.328 -3.771 2.982
H 7.243 -2.957 1.939
H 7.179 -4.662 1.859
H 5.213 -4.179 3.032
H 6.180 -2.848 3.884
H 6.491 -4.302 5.315
C 0.180 -4.737 -3.359
C 0.192 -3.283 -2.931
O -1.139 -2.952 -2.680
H 1.004 -4.963 -4.035
H -0.596 -5.017 -4.072
H 0.296 -5.463 -2.555
H 0.461 -2.607 -3.742
H 0.835 -3.269 -2.051
H -1.633 -2.951 -3.503

Computed properties:
electronic energy = -90508.559 eV
spin multiplicity = 1

***

Molecular formula: C44H23N11O4Ti
Method: DFT, ωB97M-V/def2-TZVPD

Atoms and positions in Å:
Ti 0.181 -1.014 1.124
C 2.135 4.094 4.324
C 1.971 4.857 3.133
C 1.331 4.332 2.041
C 0.862 3.005 2.101
C 0.118 2.209 1.195
N -0.560 2.769 0.125
C -1.568 2.187 -0.441
C -2.578 2.980 -1.206
C -2.663 4.319 -1.537
C -3.802 4.751 -2.210
C -4.829 3.863 -2.530
C -4.738 2.516 -2.186
C -3.603 2.099 -1.520
C -3.145 0.749 -1.063
N -3.784 -0.345 -1.370
C -2.903 -1.422 -1.139
N -2.406 -1.731 0.078
C -1.107 -2.282 0.019
N -3.211 -1.662 1.216
C -2.570 -1.455 2.309
N -1.276 -1.095 2.446
C -1.019 -0.676 3.751
N -0.138 0.203 4.061
C 0.360 1.027 3.075
N -0.086 0.993 1.760
C 1.022 2.246 3.292
C 1.656 2.814 4.417
C -2.170 -1.094 4.564
C -2.442 -1.021 5.922
C -3.704 -1.396 6.360
C -4.690 -1.814 5.464
C -4.424 -1.865 4.100
C -3.161 -1.508 3.670
C -0.959 -2.564 -1.350
C 0.080 -3.200 -2.080
C 0.041 -3.215 -3.445
C -1.026 -2.594 -4.165
C -2.055 -1.993 -3.496
C -2.051 -1.999 -2.085
N -1.943 0.878 -0.417
H 2.648 4.538 5.170
H 2.356 5.870 3.098
H 1.184 4.916 1.141
H -1.864 4.999 -1.269
H -3.898 5.795 -2.488
H -5.708 4.227 -3.051
H -5.521 1.809 -2.429
H 1.769 2.235 5.325
H -1.685 -0.670 6.612
H -3.934 -1.354 7.418
H -5.667 -2.096 5.835
H -5.175 -2.169 3.383
H 0.882 -3.700 -1.546
H 0.823 -3.722 -4.001
H -1.018 -2.615 -5.248
H -2.871 -1.517 -4.029
O 2.768 -3.671 2.734
C 2.224 -2.682 2.302
O 0.966 -2.605 1.945
C 2.956 -1.343 2.015
O 4.146 -1.196 2.206
O 2.136 -0.482 1.514
N 8.158 -2.586 -5.842
C 7.221 -2.260 -5.259
C 6.045 -1.854 -4.533
C 5.579 -0.546 -4.651
C 4.455 -0.150 -3.952
C 3.786 -1.064 -3.141
C 4.241 -2.377 -3.035
C 5.375 -2.768 -3.721
N 2.644 -0.662 -2.436
C 1.717 0.303 -2.806
C 0.765 0.307 -1.845
N 1.087 -0.632 -0.885
C 2.208 -1.180 -1.260
H 6.104 0.160 -5.279
H 4.108 0.871 -4.011
H 3.696 -3.094 -2.438
H 5.730 -3.785 -3.640
H 1.796 0.847 -3.729
H -0.145 0.871 -1.779
H 2.767 -1.911 -0.700

Computed properties:
charge = -2
electronic energy = -93701.927 eV
spin multiplicity = 1

***

Calculated F_max, 0.078 0.075 0.011 Eh/bohr (same order as the records).
Calculated HOMO-LUMO gap, 8.7 9.1 4.0 eV (same order as the records).
Calculated ΔE to the lowest compared entry with this formula, charge and spin, 142.2 388.8 534.4 kJ/mol (same order as the records).